Entry 1:
20
Properties=species:S:1:pos:R:3:forces:R:3 method="wB97M-V/def2-TZVPD" de_lowest_kcal_mol=69.6 gap_ha=0.3503 lumo_energy_ev=-3.827 total_charge=+1 spin_multiplicity=1
C 0.4477 0.2605 0.3492 -3.426 3.433 2.624
C 0.0457 -2.8878 -1.5135 -0.965 0.529 -1.523
C -0.9736 2.9356 0.9809 2.111 2.816 -0.565
C 0.8570 -1.8291 -0.7380 4.256 -3.260 -0.694
C -1.2380 1.4826 1.1592 1.571 -2.275 -0.629
N 0.1229 -0.8992 -0.0074 -3.214 -0.930 -0.606
N 1.5793 0.8283 0.5209 2.949 3.690 0.264
I -2.8957 0.6767 0.1409 0.206 0.175 0.182
H -0.7246 -3.4463 -0.9477 0.097 0.800 -0.169
H -0.3351 -2.4511 -2.5182 -0.116 -0.302 1.993
H 0.6209 -3.6903 -1.9555 0.961 -0.055 0.492
H -1.6933 3.6418 1.4535 0.423 -1.037 0.980
H -1.1019 3.4938 -0.0049 0.394 -1.939 0.291
H 0.1368 3.2573 1.3042 -2.509 -0.739 -0.245
H 1.6186 -2.3332 0.0282 -1.458 0.721 -1.691
H 1.4962 -1.3449 -1.5278 -0.474 -0.077 0.954
H -1.1883 1.0088 2.1784 0.034 0.957 -1.075
H -0.8855 -1.1359 0.0557 0.538 0.496 0.000
H 1.5782 1.8683 0.8455 -0.167 -2.638 -0.825
H 2.5328 0.5640 0.1964 -1.210 -0.361 0.239


Entry 2:
19
Properties=species:S:1:pos:R:3:forces:R:3 method="wB97M-V/def2-TZVPD" de_lowest_kcal_mol=52.2 gap_ha=0.3169 lumo_energy_ev=0.800 spin_multiplicity=1 smiles=CCc1cc[nH]c1.O
C 2.6537 0.2454 0.1119 0.161 -1.784 -2.463
C 1.3844 -0.2834 0.7642 0.097 -0.587 -0.169
C 0.1877 0.3113 0.1170 0.135 0.117 -1.098
C -0.3381 1.4807 0.6947 -1.508 2.966 -0.811
C -1.2661 1.9646 -0.2365 -1.956 0.959 -0.933
N -1.3377 1.1521 -1.4278 1.422 -0.280 3.700
C -0.3833 0.0648 -1.1385 -1.982 3.035 1.528
H 3.5478 -0.0147 0.5807 1.370 -1.007 1.523
H 2.8279 -0.2667 -0.9073 -0.620 1.273 1.119
H 2.7847 1.3027 0.0730 -0.765 0.960 -0.484
H 1.2618 -1.3899 0.6164 0.723 0.787 0.825
H 1.4190 0.0910 1.8141 -0.321 -1.002 -0.489
H -0.0006 2.1335 1.6129 -0.691 -1.886 -1.929
H -2.0306 2.8569 -0.1664 1.928 -1.865 -0.103
H -2.2183 1.1254 -1.9848 1.456 -0.266 0.705
H -0.5048 -0.7721 -1.7398 0.550 -1.410 -0.915
O -2.4965 -2.9806 0.5149 0.851 -0.630 -1.240
H -2.2307 -3.6212 -0.1869 -0.154 0.840 0.763
H -3.2605 -3.3998 0.8880 -0.697 -0.218 0.469


Entry 3:
50
Properties=species:S:1:pos:R:3:forces:R:3 method="wB97M-V/def2-TZVPD" de_lowest_kcal_mol=25.2 gap_ha=0.2959 lumo_energy_ev=-0.064 spin_multiplicity=1 smiles="COc1ccc(OC)c(/C=N/NC(=O)CNC(=O)c2cccc3ccccc23)c1"
C 1.7609 1.2608 -2.8963 -0.012 -0.170 -0.144
O 1.7347 2.2327 -1.8774 -0.016 0.239 0.236
C 1.6525 1.8137 -0.5865 0.033 0.100 0.226
C 1.6909 2.8123 0.3884 0.017 -0.214 -0.256
C 1.6240 2.4982 1.7295 0.051 -0.037 0.189
C 1.5065 1.1757 2.1445 0.050 -0.221 -0.499
O 1.4138 0.7820 3.4451 -0.050 -0.248 -0.131
C 1.4220 1.7673 4.4507 0.014 0.107 0.168
C 1.4569 0.1615 1.1704 0.172 0.886 0.077
C 1.2663 -1.2093 1.5827 -0.089 -0.934 0.261
N 0.9557 -2.1087 0.7338 0.294 0.712 -0.178
N 0.7017 -3.3648 1.1402 0.232 -0.192 1.232
C 0.1623 -4.3594 0.3685 -0.115 -0.009 -0.276
O -0.0189 -5.4510 0.8587 -0.031 -0.092 -0.052
C -0.1432 -4.0610 -1.0938 -0.047 -0.229 -0.235
N -0.4906 -2.6969 -1.3896 0.165 0.054 0.083
C -1.6850 -2.3176 -1.9061 0.341 0.108 -0.102
O -2.5181 -3.0857 -2.3356 -0.298 -0.136 -0.093
C -1.7938 -0.8203 -1.9586 -0.238 0.174 -0.304
C -1.8487 -0.1975 -3.1796 -0.007 -0.319 0.236
C -1.8413 1.2027 -3.2706 -0.006 0.243 0.093
C -1.7686 1.9656 -2.1389 -0.013 -0.034 -0.206
C -1.7503 1.3627 -0.8639 -0.016 -0.295 -0.021
C -1.7115 2.1310 0.3181 -0.042 0.026 0.221
C -1.7426 1.5300 1.5439 -0.026 0.277 -0.125
C -1.8286 0.1336 1.6435 -0.077 -0.297 -0.122
C -1.8488 -0.6406 0.5178 -0.114 0.012 0.276
C -1.7864 -0.0535 -0.7642 -0.009 0.264 -0.111
C 1.5392 0.4947 -0.1830 0.036 0.112 0.023
H 0.8392 0.6713 -2.9146 0.037 0.007 0.017
H 2.6222 0.5938 -2.7893 -0.012 0.008 0.011
H 1.8500 1.8170 -3.8278 -0.013 -0.089 0.019
H 1.7792 3.8385 0.0700 0.021 0.141 -0.038
H 1.6612 3.2994 2.4497 -0.008 0.062 0.094
H 1.3236 1.2268 5.3910 0.009 0.093 -0.040
H 0.5810 2.4587 4.3417 0.028 -0.002 -0.011
H 2.3602 2.3307 4.4554 -0.040 -0.007 -0.017
H 1.3502 -1.4254 2.6495 -0.051 -0.100 -0.038
H 0.8376 -3.6074 2.1262 -0.077 0.017 -0.340
H -0.9750 -4.7008 -1.4038 0.213 0.046 0.125
H 0.7469 -4.3578 -1.6663 -0.133 -0.062 0.079
H 0.1015 -2.0034 -0.9465 -0.236 -0.065 -0.220
H -1.8804 -0.7953 -4.0785 -0.010 -0.088 -0.069
H -1.8758 1.6686 -4.2442 0.006 0.070 -0.067
H -1.7327 3.0434 -2.2023 -0.003 0.115 -0.019
H -1.6696 3.2073 0.2328 0.018 0.113 0.004
H -1.7228 2.1259 2.4448 0.022 0.082 0.061
H -1.8839 -0.3254 2.6197 -0.005 -0.079 0.080
H -1.9420 -1.7135 0.5983 0.027 -0.092 0.055
H 1.5186 -0.3105 -0.8975 0.008 -0.057 -0.150


Entry 4:
89
Properties=species:S:1:pos:R:3:forces:R:3 method="wB97M-V/def2-TZVPD" de_lowest_kcal_mol=70.9 gap_ha="0.1263 / 0.1330" lumo_energy_ev="-14.236 / -14.053" total_charge=+4 spin_multiplicity=1
Pb -0.1466 0.2779 0.8864 -0.313 0.138 1.123
C -1.6055 3.6138 3.4165 -0.062 0.397 0.663
N -1.6031 2.1838 3.5570 1.211 -1.077 -2.071
C -2.8964 1.5643 3.5286 -0.730 0.198 0.664
C -0.6339 1.6118 4.4658 0.046 0.523 0.451
C 0.8247 1.7962 4.0331 -0.539 0.096 0.239
N 1.3529 0.8183 3.0511 -0.119 -0.100 -0.444
C 1.6591 -0.4429 3.7488 -0.092 -0.121 0.051
C 2.6254 1.3622 2.5342 0.041 -0.102 -0.094
H -1.8384 4.1146 4.3674 -0.036 0.086 -0.060
H -2.3654 3.9164 2.6978 0.000 0.003 -0.063
H -0.6299 3.9804 3.0950 -0.010 0.082 -0.059
H -3.5098 1.8489 4.3965 -0.055 -0.113 -0.034
H -2.8018 0.4796 3.5371 0.000 -0.072 -0.073
H -3.4434 1.8874 2.6426 -0.041 -0.088 -0.082
H -0.8724 0.5567 4.6123 0.019 0.005 0.017
H -0.7245 2.0957 5.4511 0.059 -0.173 0.063
H 1.4467 1.7436 4.9330 0.115 -0.003 -0.074
H 0.9557 2.7940 3.6176 0.023 0.016 -0.002
H 2.4489 -0.2873 4.4874 0.047 0.005 0.025
H 2.0036 -1.1890 3.0353 0.044 -0.094 -0.054
H 0.7831 -0.8156 4.2727 -0.042 -0.043 -0.018
H 3.2918 1.6180 3.3637 0.017 0.018 -0.054
H 2.4478 2.2627 1.9489 -0.040 0.115 -0.010
H 3.1262 0.6232 1.9119 0.038 -0.077 -0.053
C -3.5199 -0.2923 -0.4101 0.119 -0.267 0.323
C -3.4413 -1.3399 0.6801 -0.282 0.030 -0.087
O -2.0639 -1.6946 0.9153 0.290 0.412 -0.080
C -1.9269 -2.8219 1.7978 -0.008 -0.235 0.283
C -1.9367 -2.4336 3.2652 -0.076 -0.047 -0.454
H -4.5624 -0.0536 -0.6005 -0.069 0.123 -0.027
H -3.0808 -0.6632 -1.3325 0.073 -0.033 -0.145
H -3.0068 0.6199 -0.0974 -0.010 0.233 -0.001
H -3.9707 -2.2431 0.3607 0.036 0.056 0.068
H -3.9065 -0.9837 1.6075 0.119 -0.046 -0.118
H -0.9820 -3.2944 1.5225 -0.097 -0.047 0.036
H -2.7327 -3.5318 1.5909 0.093 0.022 -0.074
H -1.1459 -1.7060 3.4600 0.031 0.053 0.165
H -1.7661 -3.3181 3.8716 0.096 -0.057 0.139
H -2.8998 -2.0231 3.5583 -0.021 0.103 0.063
C -0.5766 2.1377 -2.2663 -0.222 -0.316 0.158
N -0.5290 3.2325 -3.1966 -0.130 -0.206 -0.286
C 0.7828 3.8654 -3.1833 -0.121 0.198 -0.018
N 1.0124 4.3809 -1.8404 0.167 0.091 0.053
C 1.0046 3.3152 -0.8775 0.077 -0.065 0.456
N -0.3068 2.5993 -0.8707 0.120 0.311 -0.370
C -1.3389 3.6450 -0.5860 -0.476 -0.519 1.179
N -1.2858 4.7115 -1.5509 1.438 -0.971 -0.825
C -1.5527 4.2249 -2.8967 -1.274 0.254 -1.145
C 0.0041 5.3855 -1.5284 0.590 1.728 0.480
H 0.1674 1.3881 -2.5477 -0.048 0.083 0.006
H -1.5663 1.6734 -2.2943 0.066 0.017 0.007
H 0.8152 4.6805 -3.9071 -0.002 -0.048 0.034
H 1.5538 3.1366 -3.4431 -0.048 0.031 0.043
H 1.1894 3.7230 0.1208 -0.026 -0.038 -0.067
H 1.8048 2.6093 -1.1151 -0.073 0.087 -0.002
H -1.1539 4.0615 0.4079 -0.064 -0.064 -0.039
H -2.3299 3.1851 -0.6178 0.060 0.046 0.023
H -1.5013 5.0480 -3.6116 0.008 -0.053 0.112
H -2.5475 3.7784 -2.9521 0.073 -0.006 0.071
H 0.1939 5.8281 -0.5484 -0.057 -0.106 -0.023
H 0.0286 6.1800 -2.2759 -0.073 -0.080 0.064
C 1.7844 -3.2687 0.7491 0.088 -0.209 0.132
C 2.0481 -2.2659 -0.3006 -0.273 0.171 0.212
N 1.6246 -1.0018 -0.3272 0.156 -0.531 0.359
C 2.2100 -0.4277 -1.4318 0.214 -0.291 -0.245
C 2.9669 -1.3493 -2.0754 -0.060 0.645 -0.215
N 2.8504 -2.5095 -1.3575 -0.156 0.120 -0.029
C 3.4348 -3.7798 -1.7505 0.728 -0.127 0.569
N 2.9734 -4.1672 -3.0517 -3.055 -0.337 -0.104
N 3.8051 -4.3168 -4.0792 2.177 0.521 0.684
N 3.1833 -4.6493 -5.0979 0.196 -0.903 -2.866
C 1.8573 -4.7911 -4.8600 -0.399 0.708 2.322
C 0.7622 -5.1723 -5.6308 2.127 -0.167 -0.814
C -0.4898 -5.1090 -5.0433 -1.754 0.238 1.680
C -0.6511 -4.7271 -3.7068 -0.631 -0.311 -0.917
C 0.4249 -4.3541 -2.9207 -0.148 0.184 0.684
C 1.6907 -4.4290 -3.4899 1.337 -0.204 -1.025
H 1.0758 -2.8877 1.4770 -0.036 -0.022 0.041
H 2.7144 -3.5088 1.2687 -0.035 -0.022 0.103
H 1.4031 -4.2000 0.3294 -0.128 -0.037 0.109
H 2.0714 0.6042 -1.6672 0.042 0.260 -0.176
H 3.5705 -1.2653 -2.9562 0.180 -0.036 -0.204
H 3.1766 -4.5472 -1.0124 0.074 0.179 -0.180
H 4.5282 -3.6993 -1.8109 -0.259 -0.052 -0.016
H 0.8978 -5.5625 -6.6311 0.016 0.076 -0.145
H -1.3666 -5.3680 -5.6160 -0.071 -0.070 -0.112
H -1.6439 -4.7029 -3.2845 -0.081 -0.004 -0.021
H 0.2766 -3.9692 -1.9221 -0.106 -0.073 0.122